Density functional theory data (ωB97M-V/def2-TZVPD) for one molecule with the formula C13H17IN4 in a non-equilibrium geometry.

Results
HOMO level	-9.01	eV
multiplicity	1
SMILES string	[H]/N=C/C[C@@](C#N)(CNC)[C@](C#C)(C#N)C[C@H](C)I
net charge	0
maximum force	0.2419	hartree/bohr
M	356.2	Da

Last column: natural (NBO) charge in e.
Cartesian coordinates (Å):
C 0.585 -4.015 -1.099  -0.24
C 0.738 -2.679 -0.645  -0.06
C 0.841 -1.076 -0.147  -0.13
C 0.790 -1.240 1.518  0.28
N 0.906 -0.976 2.803  -0.30
C 2.245 -0.578 -0.752  -0.47
C 2.848 0.873 -0.411  -0.32
C 2.861 1.357 1.152  -0.68
I 2.166 2.512 -1.770  0.09
C -0.532 -0.380 -0.710  -0.09
C -0.452 0.033 -2.331  0.28
N -0.086 0.337 -3.554  -0.31
C -1.860 -1.401 -0.672  -0.49
C -3.282 -0.570 -0.977  0.11
N -3.695 -0.190 -2.231  -0.60
C -0.812 1.022 0.086  -0.24
N -1.624 0.931 1.347  -0.68
C -1.271 1.980 2.376  -0.43
H 0.444 -5.075 -1.599  0.30
H 3.068 -1.383 -0.430  0.26
H 2.206 -0.682 -1.941  0.28
H 4.009 0.806 -0.702  0.25
H 2.969 0.449 1.920  0.24
H 3.866 1.986 1.303  0.23
H 1.994 2.089 1.458  0.23
H -1.827 -2.197 -1.563  0.28
H -1.903 -2.003 0.332  0.24
H -3.953 -0.300 -0.057  0.18
H -4.625 0.318 -2.129  0.35
H 0.198 1.544 0.356  0.21
H -1.354 1.748 -0.691  0.23
H -1.703 -0.029 1.741  0.38
H -2.275 2.592 2.582  0.20
H -0.461 2.755 2.044  0.21
H -1.023 1.441 3.395  0.21

***

Density functional theory data (ωB97M-V/def2-TZVPD) for one molecule with the formula C13H17N3O4 in a non-equilibrium geometry.

Results
HOMO level	-8.99	eV
multiplicity	1
SMILES string	NC(=O)C[C@H](NC(=O)[C@@H](N)Cc1ccccc1)C(=O)O
net charge	0
maximum force	0.0984	hartree/bohr
energy relative to the best compared isomer or geometry (same formula, charge and spin)	109.2	kcal/mol
M	279.3	Da

Last column: natural (NBO) charge in e.
Cartesian coordinates (Å):
C 0.630 -0.560 -0.107  -0.13
C -0.608 -1.374 0.214  0.67
C 1.859 -1.610 -0.112  -0.40
C 3.226 -0.895 -0.145  -0.01
C 3.835 -0.737 1.126  -0.22
C 3.659 -0.186 -1.246  -0.22
C 4.848 0.232 1.239  -0.20
C 4.806 0.621 -1.116  -0.19
C 5.344 0.912 0.131  -0.24
C -2.218 0.291 -0.423  -0.14
C -1.830 1.387 0.678  0.72
C -3.749 0.499 -0.802  -0.50
C -4.753 -0.437 0.045  0.69
H -0.178 1.114 0.709  0.33
H 1.257 0.663 1.642  0.40
H 0.448 -0.191 -1.084  0.19
H 1.855 -2.208 -1.050  0.22
H 1.915 -2.172 0.761  0.23
H 3.249 -1.107 2.109  0.22
H 3.036 -0.304 -2.176  0.21
H 5.289 0.385 2.201  0.21
H 5.027 1.075 -2.132  0.22
H 6.284 1.382 0.224  0.22
H -2.629 -1.563 0.099  0.41
H -1.833 0.693 -1.308  0.21
H -3.997 0.013 -1.779  0.23
H -4.007 1.614 -0.782  0.26
H -6.373 0.234 -1.210  0.38
H -6.893 -0.639 0.049  0.39
H -1.441 3.189 0.279  0.51
N 0.767 0.693 0.713  -0.82
N -1.879 -1.052 -0.233  -0.62
N -6.098 -0.543 -0.500  -0.86
O -0.592 -2.392 0.900  -0.59
O -1.768 1.229 1.871  -0.51
O -4.440 -0.782 1.146  -0.56
O -2.051 2.524 0.069  -0.70

***

Density functional theory data (ωB97M-V/def2-TZVPD) for one molecule with the formula C13H17N5O in a non-equilibrium geometry.

Results
HOMO level	-7.75	eV
multiplicity	1
SMILES string	O=C(Nc1cnc2nccc-2[nH]1)NC1CCCCC1
net charge	0
maximum force	0.0479	hartree/bohr
energy relative to the best compared isomer or geometry (same formula, charge and spin)	13.6	kcal/mol
M	259.3	Da

Last column: natural (NBO) charge in e.
Cartesian coordinates (Å):
O -0.684 -0.032 -1.389  -0.68
N -1.621 6.202 -1.404  -0.46
N -0.432 4.929 0.217  -0.31
C -0.102 0.058 -0.321  0.79
C -2.318 5.902 -2.436  0.09
C -1.192 5.024 -0.836  0.29
C 0.016 3.657 0.520  -0.14
C -2.319 4.441 -2.662  -0.39
C -1.624 3.907 -1.655  0.10
C -0.324 2.514 -0.202  0.36
N 0.165 1.286 0.241  -0.61
N -1.235 2.626 -1.261  -0.51
N 0.307 -1.068 0.350  -0.64
C 1.727 -3.258 2.118  -0.40
C 0.367 -3.947 1.990  -0.40
C 2.427 -3.160 0.708  -0.41
C -0.577 -3.186 1.067  -0.41
C 1.412 -3.081 -0.475  -0.42
C 0.067 -2.461 -0.116  -0.03
H -2.770 6.642 -3.080  0.20
H 0.698 3.534 1.348  0.19
H -2.799 3.929 -3.475  0.21
H 0.775 1.291 1.054  0.41
H -1.344 1.854 -1.910  0.46
H 0.790 -0.978 1.203  0.38
H 1.576 -2.271 2.552  0.18
H 2.405 -3.855 2.756  0.22
H 0.559 -4.938 1.642  0.20
H -0.083 -4.067 2.950  0.21
H 2.992 -2.197 0.740  0.20
H 3.135 -3.984 0.539  0.22
H -1.297 -3.855 0.702  0.22
H -1.150 -2.468 1.707  0.21
H 1.287 -4.055 -0.915  0.21
H 1.811 -2.444 -1.312  0.22
H -0.647 -2.493 -0.955  0.25

***

| no. | calculated total energy (eV) |
| --- | --- |
| 1 | -27804.1516 |
| 2 | -26414.4801 |
| 3 | -23254.6483 |